(1)
The following is a DFT calculation (ωB97M-V/def2-TZVPD) of 6 unconnected molecules or ions with the total composition C18H18F6O18 in a non-equilibrium geometry.

Last column: natural (NBO) charge in e.
Atoms and positions in Å:
O -0.210 0.764 -0.485  -0.48
O 1.942 3.419 -4.182  -0.58
C -3.788 -1.084 4.048  0.45
H -3.327 0.321 2.338  0.23
O -6.834 -1.270 2.218  -0.58
F 5.957 -2.396 -2.345  -0.33
O 3.057 1.768 -3.220  -0.49
C 3.257 -3.287 -1.803  0.98
H -2.896 -1.618 3.721  0.16
O -4.931 -1.781 3.526  -0.52
F 1.022 -0.231 2.232  -0.35
O -0.029 5.778 1.339  -0.48
F 0.324 3.700 0.652  -0.32
F -3.803 -0.873 5.399  -0.33
O -4.151 -3.244 -0.803  -0.47
C -0.484 4.505 1.274  0.43
O -0.869 -0.231 1.355  -0.48
C -2.726 -3.073 0.919  0.44
O 3.657 -4.129 -2.804  -0.47
O -5.288 0.293 2.813  -0.45
O -3.553 -1.946 0.873  -0.52
C -4.341 -2.019 -0.251  0.96
C 0.940 -0.025 -0.183  -0.13
O 4.222 3.506 -3.552  -0.47
C -3.690 -4.053 0.276  -0.13
H -2.453 -3.559 1.856  0.16
C -5.758 -0.927 2.803  0.97
H -3.728 1.089 3.883  0.20
H 5.796 3.030 -2.458  0.21
H -3.196 -4.947 -0.107  0.21
O -1.623 5.859 -0.005  -0.47
H -4.385 -4.327 1.070  0.21
H -1.832 3.743 -0.133  0.25
H -0.649 4.205 2.309  0.14
F 3.975 1.784 -1.109  -0.32
H 5.599 -4.592 -3.461  0.22
C -1.748 4.564 0.580  -0.13
C 5.099 2.533 -3.133  -0.14
C 5.561 -3.443 -1.618  0.44
H 4.589 0.462 -2.505  0.18
O -0.502 7.749 0.388  -0.57
H 5.608 2.257 -4.057  0.20
C 0.361 -0.695 1.126  0.43
H 1.089 -0.646 -1.066  0.23
O 4.305 -3.027 -1.016  -0.50
H 0.377 -1.785 1.105  0.17
C 2.993 2.970 -3.638  0.96
H 1.706 0.744 -0.084  0.22
C -3.981 0.271 3.208  -0.13
C 5.004 -4.541 -2.549  -0.13
O -4.962 -1.109 -0.838  -0.53
C 4.172 1.463 -2.396  0.44
F -1.573 -2.830 0.322  -0.33
H 6.385 -3.732 -0.965  0.19
H -2.573 4.560 1.292  0.19
C -1.176 0.630 0.428  0.97
H 4.962 -5.531 -2.096  0.21
C -0.775 6.597 0.659  0.96
O 2.097 -2.806 -1.606  -0.60
O -2.224 1.193 0.454  -0.60

Summary:
- Gap between HOMO and LUMO: 10.67 eV
- SMILES string: O=C1OC[C@@H](F)O1.O=C1OC[C@@H](F)O1.O=C1OC[C@@H](F)O1.O=C1OC[C@@H](F)O1.O=C1OC[C@@H](F)O1.O=C1OC[C@@H](F)O1
- HOMO level: -10.8 eV
- Maximum force: 6.69 eV/Å
- LUMO level: -0.0042 Eh
- ΔE to the lowest compared entry with this formula, charge and spin: 100.5 kcal per mole
- Net charge: 0

---

(2)
The following is a DFT calculation (ωB97M-V/def2-TZVPD) of a molecular structure, C18H18IrN7O2S.

Last column: natural (NBO) charge in e.
Atoms and positions in Å:
S 0.523 3.882 -1.447  0.52
H -0.659 -5.536 -0.853  0.31
N 1.709 2.789 -3.618  -0.74
H 2.011 2.006 -4.176  0.44
C 2.392 -0.512 1.500  0.07
C 0.013 2.703 -0.289  0.12
H 3.108 -0.892 -1.678  0.24
O 1.012 -0.101 3.482  -0.23
C -0.757 3.075 0.933  -0.46
H 3.698 -0.583 3.183  0.28
C 0.147 -5.023 -1.380  -0.75
N 0.967 1.403 -1.885  -0.42
N 0.140 -2.513 -0.734  -0.50
C 1.131 2.585 -2.443  0.27
C 4.727 -0.912 1.299  -0.10
O -1.236 -0.047 3.301  -0.25
N 2.214 -0.606 0.146  -0.42
H -3.858 -0.359 2.555  0.28
C -2.237 3.327 0.621  -0.60
C 1.140 -0.307 2.281  0.64
H -5.621 -0.737 0.804  0.28
H -2.774 3.538 1.544  0.25
C -4.577 -0.668 0.529  -0.10
N -1.891 -0.503 -0.190  -0.43
C 3.277 -0.840 -0.611  0.09
N 0.322 1.509 -0.692  -0.30
Ir 0.200 -0.480 -0.403  1.23
H 5.705 -1.044 1.743  0.28
C -2.826 -0.705 -1.111  0.08
H 1.808 3.711 -4.013  0.44
C 3.615 -0.658 2.107  -0.13
C -1.176 -0.250 2.095  0.64
C 0.142 -3.624 -1.017  0.58
C -3.602 -0.457 1.508  -0.13
H -2.695 2.462 0.138  0.19
H -0.004 -5.114 -2.456  0.30
H -4.900 -0.962 -1.576  0.28
H -0.640 2.283 1.674  0.21
H -0.305 3.968 1.370  0.27
C -2.288 -0.386 1.115  0.06
H -2.490 -0.784 -2.137  0.24
H 1.104 -5.465 -1.104  0.30
C 4.552 -0.999 -0.066  -0.18
H 5.387 -1.187 -0.727  0.28
N 0.034 -0.378 1.499  -0.51
H -2.363 4.186 -0.037  0.24
C -4.180 -0.795 -0.786  -0.18

Summary:
- Gap between HOMO and LUMO (alpha / beta): 7.59 / 5.33 eV
- HOMO level (alpha / beta): -18.0 / -18.0 eV
- Maximum force: 0.67 eV/Å
- LUMO level (alpha / beta): -0.3835 / -0.4667 Eh
- 2S+1: 2
- ⟨S²⟩: 0.760
- ΔE to the lowest compared entry with this formula, charge and spin: 7.8 kcal per mole
- Net charge: +3

---

(3)
The following is a DFT calculation (ωB97M-V/def2-TZVPD) of 2 unconnected molecules or ions with the total composition C18H18N2 in a non-equilibrium geometry.

Last column: natural (NBO) charge in e.
Atoms and positions in Å:
H 0.594 0.244 2.177  0.23
C 1.243 -2.033 -2.596  -0.03
C -0.330 3.526 -1.768  -0.22
N 0.363 -1.117 -2.053  -0.56
C 1.444 -3.060 -1.735  -0.08
N -1.521 4.037 1.693  -0.54
H -2.040 4.892 1.809  0.41
C -0.919 -3.092 1.273  -0.24
H 3.276 -4.163 -1.336  0.22
H -1.326 -3.732 2.048  0.21
C 0.478 1.843 -0.248  -0.19
C 2.365 -4.232 -1.922  -0.63
C 0.552 -2.861 -0.620  -0.12
H -0.362 3.942 -2.773  0.21
C 0.160 0.956 2.869  -0.63
H -2.258 -1.460 1.717  0.21
H 0.525 -4.549 0.755  0.21
C 0.083 -3.604 0.468  -0.19
H -1.335 3.433 3.739  0.21
C -1.057 3.228 2.716  -0.04
C -0.099 -1.625 -0.858  0.21
H 1.638 -1.880 -3.590  0.21
H 1.102 1.969 -2.267  0.21
C 0.467 2.408 -1.513  -0.25
C -0.320 2.218 2.197  -0.07
C -1.006 3.609 0.505  0.21
H -1.608 -0.197 -0.299  0.22
H 0.907 1.187 3.643  0.21
C -1.508 -1.843 1.043  -0.21
H -0.200 -0.480 -2.591  0.41
C -0.251 2.442 0.769  -0.12
C -1.032 -1.065 -0.011  -0.27
H 1.814 -5.150 -1.739  0.22
H -0.668 0.510 3.424  0.22
H -1.725 4.953 -1.068  0.21
H 1.034 0.925 -0.090  0.22
H 2.636 -4.284 -2.979  0.21
C -1.117 4.105 -0.789  -0.27

Summary:
- Gap between HOMO and LUMO: 8.63 eV
- SMILES string: Cc1c[nH]c2ccccc12.Cc1c[nH]c2ccccc12
- HOMO level: -7.8 eV
- Maximum force: 1.73 eV/Å
- LUMO level: 0.0323 Eh
- ΔE to the lowest compared entry with this formula, charge and spin: 10.1 kcal per mole
- Net charge: 0

---

(4)
The following is a DFT calculation (ωB97M-V/def2-TZVPD) of 2 unconnected molecules or ions with the total composition C18H18N2 in a non-equilibrium geometry.

Last column: natural (NBO) charge in e.
Atoms and positions in Å:
H -5.009 1.827 1.418  0.22
C -2.910 2.278 2.087  0.13
C -3.900 1.885 1.169  -0.24
C -0.268 -1.744 -2.452  -0.26
C -3.369 1.590 -0.035  -0.22
C 4.007 -2.986 -1.346  -0.02
H 0.054 2.306 0.143  0.22
H 5.042 -3.390 -1.209  0.21
H 3.473 -2.307 1.395  0.22
H 3.990 -3.635 -3.387  0.40
H 1.273 2.795 3.144  0.22
C -0.077 -2.742 -3.398  -0.20
N -3.034 2.645 3.398  -0.54
C -0.806 3.142 2.809  -0.09
C -1.990 1.550 -0.322  -0.25
C 1.904 -2.171 -1.560  -0.04
H 0.914 4.262 2.250  0.21
H 0.683 4.311 3.892  0.23
H -1.257 -1.474 -2.195  0.21
C -1.847 3.308 3.753  -0.04
C 1.208 -3.414 -3.549  -0.22
C -1.560 2.446 1.736  -0.09
H 1.791 -1.834 0.905  0.22
H -4.058 1.524 -0.861  0.21
H 0.726 -0.691 -0.605  0.22
H -4.009 2.973 3.721  0.41
C 0.523 3.615 3.113  -0.63
H -1.642 3.899 4.676  0.21
C 2.174 -3.073 -2.587  0.15
C 3.119 -2.189 -0.752  -0.11
H 1.470 -3.937 -4.321  0.19
C -1.041 2.056 0.480  -0.18
H -1.639 1.052 -1.207  0.21
C 0.724 -1.469 -1.481  -0.21
C 2.863 -1.754 0.638  -0.63
H -0.796 -2.932 -4.186  0.21
H 3.043 -0.695 0.695  0.22
N 3.522 -3.505 -2.553  -0.57

Summary:
- Gap between HOMO and LUMO: 8.68 eV
- SMILES string: Cc1c[nH]c2ccccc12.Cc1c[nH]c2ccccc12
- HOMO level: -7.8 eV
- Maximum force: 7.80 eV/Å
- LUMO level: 0.0332 Eh
- ΔE to the lowest compared entry with this formula, charge and spin: 82.8 kcal per mole
- Net charge: 0

---

(5)
The following is a DFT calculation (ωB97M-V/def2-TZVPD) of C18H18N2O2S in the gas phase in a non-equilibrium geometry.

Last column: natural (NBO) charge in e.
Atoms and positions in Å:
C 0.706 0.882 0.552  0.65
C 2.678 -2.242 -0.030  -0.20
C 4.600 -2.456 1.366  -0.22
H 1.664 -0.436 -2.016  0.25
H -2.378 -2.699 -0.690  0.27
H -2.418 0.336 2.815  0.22
S -0.389 -1.809 -1.836  0.23
C 0.742 -0.387 -1.410  -0.17
H 3.939 -4.030 0.173  0.22
N -2.777 0.049 0.786  -0.44
H -2.908 -1.337 2.377  0.19
C -3.804 1.103 0.795  -0.40
H -4.667 0.865 0.134  0.22
C -0.415 1.442 -2.853  -0.18
H 5.515 -2.991 1.688  0.21
O 0.716 1.149 1.763  -0.60
O -2.974 -0.112 -1.461  -0.62
H -0.321 0.859 -3.744  0.22
C 4.421 -1.132 1.836  -0.20
C 3.737 -3.006 0.425  -0.22
H 1.896 -2.664 -0.707  0.22
H -1.141 -2.052 0.382  0.23
C -1.078 3.483 -1.703  -0.22
H 3.122 0.570 1.944  0.24
H -0.655 3.484 0.432  0.23
H 5.124 -0.703 2.566  0.22
C 0.098 0.934 -1.670  -0.03
H -1.544 4.461 -1.695  0.22
C -1.678 -1.873 -0.540  -0.63
C 3.270 -0.390 1.441  -0.22
C -2.326 -0.466 2.096  -0.41
H -1.346 3.134 -3.828  0.22
C 0.028 1.666 -0.488  -0.10
C -2.523 -0.601 -0.432  0.66
C 2.395 -0.917 0.454  0.12
H -4.162 1.190 1.816  0.20
H -1.286 -0.748 2.118  0.22
N 1.147 -0.297 0.036  -0.45
C -0.587 2.940 -0.497  -0.17
H -3.429 2.070 0.466  0.21
C -0.993 2.728 -2.860  -0.17

Summary:
- Gap between HOMO and LUMO: 8.92 eV
- SMILES string: CN(C)C(=O)CS[C@H]1c2ccccc2C(=O)N1c1ccccc1
- HOMO level: -8.6 eV
- Maximum force: 3.85 eV/Å
- LUMO level: 0.0099 Eh
- ΔE to the lowest compared entry with this formula, charge and spin: 41.0 kcal per mole
- Net charge: 0